Entry 1:
The following is a DFT calculation (wB97M-V/def2-TZVPD) of a molecular structure, C15H27As2GeMgO2.

## Properties
Gap between HOMO and LUMO in eV: 5.568
E_LUMO in eV: 2.88
Net charge: -1

The geometry in XYZ format:
```
48
Properties=species:S:1:pos:R:3:mulliken_charge:R:1
Mg 0.304 -1.203 2.286 0.612
C 4.193 0.632 0.590 -1.476
As 2.296 0.352 0.192 0.780
C 1.683 2.115 0.814 -1.115
C 2.304 0.692 -1.749 -0.186
C 3.400 1.272 -2.386 -0.260
C 3.412 1.475 -3.762 -0.696
C 2.314 1.094 -4.520 -0.728
C 1.211 0.524 -3.897 -0.389
C 1.182 0.314 -2.519 0.019
As -0.387 -0.473 -1.605 0.607
C -1.536 -0.729 -3.176 -1.456
C -1.198 1.206 -0.961 -0.510
H 4.522 1.643 0.355 0.443
H 4.807 -0.092 0.057 0.398
H 4.299 0.455 1.661 0.353
H 1.831 2.876 0.048 0.408
H 2.266 2.372 1.701 0.441
H 0.633 2.033 1.104 0.234
H 4.264 1.573 -1.805 0.235
H 4.277 1.927 -4.236 0.366
H 2.313 1.242 -5.592 0.355
H 0.365 0.233 -4.505 0.303
H -1.698 0.202 -3.720 0.410
H -2.492 -1.099 -2.811 0.374
H -1.103 -1.477 -3.838 0.409
H -0.549 2.048 -1.191 0.468
H -1.341 1.119 0.117 -0.275
H -2.161 1.348 -1.451 0.418
O 1.334 -2.935 1.567 -0.696
C 2.317 -2.575 2.289 0.350
O 2.360 -1.465 2.905 -0.664
H 3.151 -3.263 2.407 0.414
C -3.438 -0.955 0.532 -1.107
Ge -2.732 -0.692 2.376 0.541
C -4.205 0.250 3.325 -1.381
C -2.959 -2.563 3.073 -1.429
C -1.097 0.294 2.334 -1.008
H -4.305 -1.628 0.530 0.496
H -2.666 -1.397 -0.107 0.100
H -3.735 0.006 0.093 0.313
H -5.183 -0.205 3.111 0.365
H -4.223 1.300 3.016 0.354
H -4.040 0.215 4.409 0.379
H -4.021 -2.844 3.079 0.385
H -2.561 -2.666 4.088 0.317
H -2.420 -3.266 2.422 0.393
H -0.987 0.713 3.352 0.338
```



Entry 2:
The following is a DFT calculation (wB97M-V/def2-TZVPD) of a molecular structure, C15H27CoN5O2S2.

## Properties
Gap between HOMO and LUMO (spin up / spin down) in eV: 9.009 / 5.541
E_LUMO (spin up / spin down) in eV: -8.69 / -12.14
ΔE to the lowest compared entry with this formula, charge and spin in kcal/mol: 7.8
Net charge: +3
Spin multiplicity: 5

The geometry in XYZ format:
```
52
Properties=species:S:1:pos:R:3:mulliken_charge:R:1
Co 0.412 0.215 1.857 0.047
N -0.664 -0.527 3.435 -0.414
N 0.154 -0.376 4.561 -0.276
C 1.460 -0.177 4.527 0.950
N 2.131 -0.178 5.651 -0.359
S 2.295 0.010 3.042 -0.156
H -1.521 0.088 3.485 0.426
H -0.931 -1.509 3.345 0.387
H -0.236 -0.639 5.441 0.220
H 1.743 -0.300 6.571 0.226
H 3.064 0.101 5.656 0.226
C -0.191 2.389 -4.646 -1.418
C -0.129 2.442 -3.192 0.815
C 1.110 2.539 -2.510 -0.767
C 1.194 2.719 -1.154 -0.463
C -0.009 2.826 -0.442 0.639
C -1.260 2.689 -1.081 -0.291
C -1.324 2.512 -2.455 -0.881
S 0.104 3.275 1.205 0.265
C -1.388 4.176 1.621 -1.116
O -0.210 1.907 2.033 -0.125
H 0.770 1.989 -5.038 0.387
H -0.444 3.345 -5.101 0.331
H -0.938 1.688 -4.991 0.409
H 2.036 2.369 -3.071 0.386
H 2.168 2.804 -0.681 0.530
H -2.161 2.894 -0.504 0.331
H -2.306 2.538 -2.974 0.432
H -2.223 3.507 1.550 0.395
H -1.512 4.963 0.878 0.467
H -1.346 4.619 2.622 0.412
C -2.212 -1.260 -0.650 -0.728
N -0.982 -1.946 -1.110 0.085
C -1.077 -3.045 -2.057 -0.554
C -0.452 -4.248 -1.415 -0.703
C 1.052 -3.912 -1.188 -0.633
N 1.166 -2.549 -0.623 0.143
C 2.474 -2.094 -0.215 -1.073
C 0.119 -1.742 -0.459 0.379
O 0.115 -0.713 0.360 0.058
H -2.994 -1.504 -1.361 0.395
H -2.059 -0.164 -0.638 0.110
H -2.623 -1.573 0.323 0.294
H -0.504 -2.859 -2.977 0.279
H -2.109 -3.261 -2.256 0.409
H -0.550 -5.132 -1.999 0.420
H -0.915 -4.385 -0.436 0.305
H 1.539 -3.876 -2.168 0.366
H 1.580 -4.567 -0.492 0.452
H 2.828 -1.267 -0.840 0.359
H 3.228 -2.873 -0.297 0.405
H 2.528 -1.928 0.857 0.219
```



Entry 3:
The following is a DFT calculation (wB97M-V/def2-TZVPD) of a molecular structure, C15H27CuNO4Si2Te.

## Properties
Gap between HOMO and LUMO in eV: 7.234
E_LUMO in eV: -3.83
ΔE to the lowest compared entry with this formula, charge and spin in kcal/mol: 11.6
Net charge: +1

The geometry in XYZ format:
```
51
Properties=species:S:1:pos:R:3:mulliken_charge:R:1
Cu 0.383 -1.663 0.413 0.241
O 1.615 -1.512 4.465 -0.421
C 1.146 -1.752 3.257 0.196
O 1.790 -1.643 2.235 -0.470
C -0.290 -2.162 3.219 0.563
C -1.151 -2.189 4.307 -0.411
C -2.463 -2.574 4.078 -0.745
C -2.876 -2.897 2.791 -0.616
C -1.949 -2.818 1.761 1.281
N -0.692 -2.462 1.992 -0.301
C -2.193 -3.043 0.291 0.393
O -3.334 -3.567 -0.115 -0.441
O -1.343 -2.737 -0.509 -0.479
H 2.548 -1.256 4.418 0.390
H -0.797 -1.910 5.289 0.526
H -3.168 -2.625 4.896 0.458
H -3.904 -3.193 2.629 0.255
H -3.941 -3.801 0.596 0.296
C 2.860 0.361 -2.654 -0.894
Si 3.490 0.891 -0.963 0.052
C 4.326 -0.570 -0.121 -0.817
C 4.723 2.310 -1.103 -1.067
C 2.107 1.618 0.136 -0.892
Te 0.122 0.806 0.173 0.167
C -0.451 1.174 -1.864 -0.850
Si -2.283 1.721 -1.861 0.151
C -3.260 0.411 -0.906 -0.902
C -2.926 1.895 -3.616 -1.027
C -2.369 3.373 -0.957 -1.018
H 3.704 0.002 -3.247 0.370
H 2.398 1.184 -3.203 0.322
H 2.135 -0.454 -2.584 0.229
H 5.040 -1.023 -0.813 0.357
H 3.621 -1.342 0.185 0.181
H 4.885 -0.251 0.761 0.291
H 5.624 1.988 -1.629 0.317
H 5.025 2.663 -0.115 0.329
H 4.305 3.158 -1.649 0.308
H 1.968 2.672 -0.108 0.508
H 2.412 1.571 1.186 0.465
H -0.277 0.270 -2.444 0.508
H 0.201 1.962 -2.241 0.341
H -3.217 -0.561 -1.405 0.267
H -4.309 0.698 -0.821 0.420
H -2.867 0.293 0.108 0.196
H -2.959 0.938 -4.139 0.328
H -2.304 2.577 -4.198 0.317
H -3.939 2.303 -3.602 0.323
H -1.954 3.303 0.050 0.347
H -3.400 3.721 -0.870 0.340
H -1.810 4.141 -1.497 0.319
```



Entry 4:
The following is a DFT calculation (wB97M-V/def2-TZVPD) of a molecular structure, C15H27F3NO7S2.

## Properties
Gap between HOMO and LUMO in eV: 7.852
E_LUMO in eV: 2.01
ΔE to the lowest compared entry with this formula, charge and spin in kcal/mol: 3.2
Net charge: -1

The geometry in XYZ format:
```
55
Properties=species:S:1:pos:R:3:mulliken_charge:R:1
C -4.915 2.996 -0.273 -0.796
C -5.343 1.807 0.097 0.083
C -6.316 1.023 -0.727 -1.051
S -6.378 -0.743 -0.353 1.225
O -5.617 -0.914 0.876 -0.674
O -7.785 -1.060 -0.260 -0.762
N -5.779 -1.566 -1.581 -0.664
S -4.279 -1.296 -2.049 1.192
O -4.002 -2.171 -3.166 -0.781
O -3.988 0.109 -2.275 -0.663
C -3.191 -1.823 -0.718 -1.249
C -2.227 -0.739 -0.250 -0.186
C -1.480 -1.159 1.025 -0.850
C -0.898 0.066 1.760 -0.541
C 0.492 -0.205 2.333 -0.481
C 1.078 0.957 3.141 -0.632
C 1.017 2.299 2.436 -0.701
O 1.633 2.253 1.163 -0.349
C 3.003 2.570 1.130 -0.503
H -4.361 3.636 0.400 0.263
H -5.077 3.359 -1.280 0.271
H -4.995 1.364 1.021 0.367
H -7.323 1.378 -0.509 0.493
H -6.120 1.158 -1.788 0.396
H -3.775 -2.215 0.110 0.475
H -2.619 -2.656 -1.129 0.519
H -1.487 -0.576 -1.037 0.260
H -2.751 0.201 -0.086 0.301
H -2.199 -1.668 1.668 0.454
H -0.646 -1.813 0.762 0.376
H -1.578 0.338 2.573 0.181
H -0.857 0.902 1.060 0.418
H 0.406 -1.065 3.002 0.382
H 1.153 -0.456 1.502 0.190
H 0.560 1.023 4.102 0.382
H 2.124 0.723 3.366 0.282
H 1.466 3.078 3.063 0.430
H -0.018 2.601 2.268 0.365
H 3.359 3.003 2.068 0.349
H 3.172 3.305 0.339 0.237
H 3.605 1.688 0.900 0.010
C 7.115 -1.883 -3.407 -1.099
C 5.979 -0.933 -3.097 -0.231
O 5.227 -1.369 -1.947 -0.289
C 5.748 -1.087 -0.766 0.326
O 6.770 -0.510 -0.542 -0.519
C 4.795 -1.578 0.344 0.908
F 4.370 -2.822 0.102 -0.258
F 3.732 -0.769 0.405 -0.235
F 5.408 -1.566 1.525 -0.251
H 6.736 -2.897 -3.538 0.302
H 7.616 -1.574 -4.323 0.370
H 7.846 -1.895 -2.600 0.316
H 5.256 -0.911 -3.909 0.318
H 6.335 0.083 -2.932 0.322
```